C27H18F6N3OSTi as an isolated structure at a distorted geometry. Source: OMol25; level of theory: the ωB97M-V functional and the def2-TZVPD basis.

Last column: Löwdin charge in e.
Geometry (Å):
Ti 0.002350 -0.185698 0.355155  0.88
C -2.958772 1.174409 -2.450741  -0.01
C -1.981243 0.394636 -1.650300  -0.24
N -1.180642 0.909643 -0.758554  -0.07
N -1.181302 2.296559 -0.522434  0.13
C -0.487915 2.491363 0.558548  -0.41
O 0.001190 1.497444 1.254377  -0.17
C -0.184414 3.876798 0.988849  -0.14
C -0.724704 4.966739 0.312161  -0.03
C -0.417402 6.252454 0.723322  -0.08
C 0.430206 6.454419 1.808017  -0.08
C 0.963144 5.367953 2.485107  -0.07
C 0.654045 4.075905 2.077239  -0.01
C -1.796164 -1.046543 -1.779897  -0.22
C -2.591256 -1.845246 -2.590479  0.01
C -2.319318 -3.195424 -2.657190  -0.03
C -1.274992 -3.719747 -1.900124  -0.03
C -0.555738 -2.873605 -1.091489  -0.09
N -0.812493 -1.555570 -1.023920  -0.01
H -2.844190 2.234887 -2.249811  0.07
H -3.984389 0.885596 -2.203710  0.10
H -2.815386 0.995149 -3.519053  0.09
H -1.380198 4.797230 -0.531196  0.11
H -0.836395 7.102336 0.200146  0.10
H 0.670475 7.461194 2.126620  0.10
H 1.619362 5.524618 3.331476  0.10
H 1.057560 3.218485 2.597712  0.12
H -3.395396 -1.399957 -3.159401  0.12
H -2.915984 -3.838562 -3.291234  0.12
H -1.021956 -4.770414 -1.925217  0.12
H 0.248875 -3.234770 -0.466161  0.12
F 2.011631 -3.390465 5.962434  0.13
C 1.166523 -2.885442 5.067073  -0.14
C 1.618430 -2.460600 3.834475  -0.15
F 2.907091 -2.549620 3.515936  0.13
C 0.688846 -1.945560 2.958546  -0.21
F 1.175403 -1.542296 1.732083  -0.02
C -0.657290 -1.808946 3.190328  -0.52
S -1.747018 -1.145406 1.965557  0.68
C -1.063759 -2.249348 4.441392  -0.24
F -2.347532 -2.179892 4.792704  0.10
C -0.178869 -2.777282 5.365051  -0.14
F -0.620240 -3.184260 6.552091  0.13
F 2.001612 -3.215346 -4.927773  0.04
C 2.034337 -2.349032 -3.886299  -0.30
C 1.422836 -1.119110 -4.023044  -0.01
C 1.444275 -0.244559 -2.945590  -0.06
C 2.049511 -0.579226 -1.730256  -0.33
C 1.899700 0.293571 -0.525590  -0.19
C 2.683326 -1.821090 -1.657976  -0.06
C 2.680027 -2.714007 -2.727020  -0.02
H 0.945195 -0.859764 -4.959716  0.12
H 0.956078 0.719818 -3.040483  0.12
H 1.876734 1.352043 -0.789688  0.06
H 2.708609 0.124860 0.189271  0.06
H 3.185099 -2.105346 -0.738834  0.11
H 3.172491 -3.675974 -2.662493  0.12

Atomic forces in eV per Å
Ti 0.7 -1.0 1.8
C -0.2 0.0 -0.1
C 0.3 0.1 0.2
N -0.9 1.2 -0.8
N -0.2 -0.8 -0.4
C 0.4 0.1 0.2
O -0.1 0.8 -0.1
C -0.2 -0.3 0.1
C 0.0 0.1 0.0
C 0.0 0.0 0.0
C 0.0 0.0 0.0
C 0.0 -0.1 0.0
C 0.1 0.2 0.1
C -0.4 0.4 -0.1
C 0.1 -0.1 -0.2
C -0.1 0.0 0.0
C 0.0 -0.1 0.0
C 0.0 0.4 0.1
N 0.0 -0.6 -0.3
H 0.0 0.0 0.0
H 0.0 0.0 0.0
H 0.0 0.0 0.0
H 0.0 0.0 0.0
H 0.0 0.0 0.0
H 0.0 0.0 0.0
H 0.0 0.0 0.0
H 0.0 0.0 0.0
H 0.0 0.0 0.0
H 0.0 0.0 0.0
H 0.0 0.0 0.0
H 0.0 0.0 0.0
F 0.1 0.0 0.1
C 0.1 0.0 0.1
C -0.2 0.0 0.1
F 0.1 0.0 -0.1
C 0.5 0.0 -0.4
F 0.2 0.1 -0.2
C -0.5 0.3 -0.4
S 0.5 -0.3 0.3
C -0.2 -0.1 0.3
F -0.1 0.0 0.0
C -0.1 0.1 -0.1
F 0.0 0.0 0.1
F 0.0 0.0 0.0
C 0.0 -0.1 -0.1
C 0.0 0.1 0.1
C -0.1 0.0 -0.2
C -0.1 0.2 0.3
C 0.2 -0.4 -0.5
C 0.0 -0.2 0.0
C 0.0 0.1 0.2
H 0.0 0.0 0.0
H 0.0 0.0 0.0
H 0.0 0.0 0.0
H 0.0 0.0 0.1
H 0.0 0.0 0.0
H 0.0 0.0 0.0

Relative energy (zero: lowest compared OMol25 entry of this formula, charge and spin)   0.0 kcal/mol
HOMO-LUMO gap (spin up / spin down)   6.4 / 6.6 eV
2S+1   2
⟨S²⟩   0.775

***

A 2-piece molecular cluster, C19H25Cl2NO5S overall at a distorted geometry. Source: OMol25; level of theory: the ωB97M-V functional and the def2-TZVPD basis.

Last column: Löwdin charge in e.
Geometry (Å):
C -1.580690 3.165683 -1.886327  -0.03
C -0.895625 2.004950 -1.190144  -0.15
C -0.634432 0.758393 -1.752943  -0.23
C -1.039283 0.417637 -3.187079  -0.64
Cl -2.791800 0.726056 -3.460546  0.68
C -0.184058 1.144938 -4.258237  -0.71
C -0.408626 0.434084 -5.605219  -0.14
Cl 1.555093 0.925286 -3.824472  0.65
C -0.024950 -0.254096 -1.050541  0.01
C 0.360124 -0.091671 0.264180  -0.15
C 0.997011 -1.177373 1.098081  -0.13
C 1.077699 -2.551134 0.417295  -0.17
C 1.734097 -3.537535 1.439885  -0.09
C 3.223550 -3.270703 1.618193  -0.48
O 3.664158 -2.919023 2.686071  0.13
O 4.093589 -3.410095 0.555431  0.06
C 0.104668 1.128321 0.815635  -0.05
C -0.510207 2.163525 0.117404  -0.03
C -0.658836 3.343204 1.062631  -0.33
O -0.802724 4.516570 0.847528  0.15
N -0.538534 2.768931 2.391564  0.03
C -1.935118 2.461113 2.774016  -0.16
C -2.077921 1.528626 3.997434  -0.22
C -3.125444 0.442733 3.664046  -0.55
S -2.426008 -0.846067 2.586543  0.75
C 0.353549 1.654731 2.209614  -0.34
O 1.152675 1.324447 3.047424  0.15
H -2.611559 3.224692 -1.523605  0.10
H -1.030453 4.073170 -1.630790  0.09
H -1.634283 3.068550 -2.965636  0.04
H -0.857424 -0.650278 -3.318004  0.10
H -0.408527 2.205973 -4.305874  0.09
H 0.195593 -0.470896 -5.679680  0.07
H -0.201222 1.137290 -6.414149  0.08
H -1.449581 0.114790 -5.715130  0.06
H 0.152023 -1.216164 -1.518621  0.12
H 0.352385 -1.306225 1.978752  0.09
H 1.969513 -0.886161 1.509134  0.14
H 1.719966 -2.502596 -0.470504  0.11
H 0.092233 -2.966803 0.198336  0.12
H 1.291627 -3.313965 2.410449  0.12
H 1.540559 -4.572603 1.148899  0.13
H 3.650652 -3.074727 -0.237440  0.11
H -2.547274 2.072089 1.944600  0.12
H -2.392991 3.417645 3.048016  0.13
H -1.147173 1.024757 4.276095  0.10
H -2.411044 2.069537 4.886098  0.11
H -3.536841 -0.013374 4.566395  0.06
H -3.966401 0.935030 3.165059  0.08
H -3.338091 -1.081809 1.622082  -0.14
O 5.800511 -4.989297 -1.014165  -0.07
H 6.731383 -4.761315 -0.938468  0.03
H 5.354463 -4.388845 -0.399318  -0.01

Atomic forces in eV per Å
C 0.2 -0.2 0.2
C -0.2 0.7 -0.6
C -0.9 0.0 -1.2
C 0.9 0.6 0.6
Cl 0.2 -0.2 -0.1
C -0.5 -1.4 -0.4
C -0.3 0.5 0.0
Cl -0.2 0.3 0.0
C 0.2 -0.5 0.3
C 1.0 -0.7 0.4
C -0.7 -0.4 -0.1
C 0.9 -0.3 1.1
C 0.1 0.6 -0.8
C 0.3 0.5 1.6
O -0.2 -0.6 -1.0
O -0.9 0.5 0.1
C 0.1 1.5 0.9
C 0.3 0.2 0.5
C 0.3 -0.1 -0.2
O -0.3 -0.8 -0.1
N -0.1 0.8 -0.5
C -0.2 0.3 1.4
C -0.2 -0.8 -0.5
C -0.7 0.5 0.1
S 0.5 -0.2 0.0
C -0.2 -0.6 0.3
O -0.6 -0.3 -0.6
H 0.1 0.2 0.0
H -0.3 0.0 0.0
H 0.1 0.0 0.1
H -0.3 0.1 -0.1
H 0.2 0.0 0.1
H 0.2 0.2 0.0
H 0.2 -0.3 -0.1
H 0.0 0.2 0.1
H -0.1 0.1 -0.1
H 0.2 0.1 0.0
H -0.1 0.1 -0.2
H -0.5 -0.1 -0.2
H 0.1 0.3 -0.4
H 0.1 -0.4 0.0
H 0.2 0.1 0.1
H 0.0 -0.3 -0.1
H 0.5 -0.2 -0.1
H 0.1 0.0 -0.2
H 0.1 0.3 -0.1
H 0.0 0.1 -0.2
H 0.2 -0.1 -0.1
H 0.0 -0.2 0.0
H -0.2 0.4 0.4
O 0.0 0.2 0.0
H 0.0 0.0 0.0
H 0.2 -0.3 0.0

Structure (SMILES)   Cc1c([C@@H](Cl)[C@H](C)Cl)cc(CCCC(=O)O)c2c1C(=O)N(CCCS)C2=O.O
Relative energy (zero: lowest compared OMol25 entry of this formula, charge and spin)   0.0 kcal/mol
HOMO-LUMO gap   9.2 eV

***

The molecule C3H11N2PS at a distorted geometry. Source: OMol25; level of theory: the ωB97M-V functional and the def2-TZVPD basis.

Last column: Löwdin charge in e.
Geometry (Å):
C 0.512170 -1.002605 1.386684  -0.14
C -0.123766 0.155439 0.618713  -0.51
C -1.568822 -0.152272 0.549970  -0.18
P 0.473911 0.056436 -1.228738  0.38
N 2.237732 0.217266 -1.138779  -0.13
N -0.180968 1.334690 -2.154489  -0.16
S -0.031318 -1.626213 -2.281500  0.10
H 0.397038 -1.803946 0.750021  0.01
H 1.564193 -0.912174 1.460222  0.04
H -0.006614 -1.165426 2.464123  0.15
H 0.129950 1.141998 1.123140  0.13
H -1.646821 -1.250768 0.292448  0.09
H -2.003819 0.593635 -0.102520  0.07
H -1.984794 0.009696 1.486280  0.05
H 2.485840 -0.475507 -0.492518  -0.02
H 2.619813 -0.082012 -2.007535  0.01
H -0.192356 1.094926 -3.156844  0.04
H -0.011828 2.327453 -2.018902  0.05

Atomic forces in eV per Å
C -0.9 1.5 2.4
C 1.8 0.6 -0.3
C 0.0 -0.6 -1.4
P 0.6 -0.6 -1.2
N -2.7 1.4 0.0
N 0.5 -0.5 0.1
S 0.4 1.6 1.4
H -0.7 -2.5 -0.9
H 1.2 0.4 0.7
H 1.3 0.3 -2.6
H -0.3 -0.9 -1.0
H -0.6 1.5 -0.2
H -0.8 -0.5 -0.6
H -0.9 0.1 2.0
H 0.8 -1.2 1.3
H 0.2 -0.2 -1.0
H -0.1 0.0 0.9
H 0.2 -0.4 0.4

Structure (SMILES)   CC(C)P(N)(N)=S
Relative energy (zero: lowest compared OMol25 entry of this formula, charge and spin)   0.0 kcal/mol
HOMO-LUMO gap   9.2 eV

***

C14H18BIrN7O2 as an isolated structure at a distorted geometry. Source: OMol25; level of theory: the ωB97M-V functional and the def2-TZVPD basis.

Last column: Löwdin charge in e.
Geometry (Å):
C -2.371181 -1.506952 0.995294  0.01
N -1.155218 -1.400078 0.365082  -0.10
N -0.591904 -2.674840 0.297111  0.05
C -1.402528 -3.517324 0.988604  0.14
C -2.520620 -2.808269 1.462577  0.14
B 0.840663 -2.760776 -0.428478  -0.35
N 0.618389 -2.118092 -1.840435  0.03
N 0.191471 -0.805346 -1.911984  -0.04
C 0.171130 -0.468296 -3.242414  0.05
C 0.603726 -1.555013 -3.999928  0.18
C 0.866503 -2.574703 -3.098313  0.14
Ir -0.178888 0.234460 -0.144365  1.51
N 1.881994 -1.793287 0.296550  0.04
N 1.506463 -0.463719 0.419709  -0.14
C 2.561891 0.228893 0.975886  0.00
C 3.577566 -0.669870 1.289851  0.12
C 3.112798 -1.934177 0.845500  0.13
H 2.499252 1.288504 1.127529  0.11
H 3.584246 -2.930190 0.915388  0.19
H 4.509016 -0.392087 1.785611  0.17
H 1.279767 -3.870946 -0.536815  0.15
H 1.266797 -3.568730 -3.289145  0.19
H -1.118261 -4.556792 1.145029  0.19
H 0.733904 -1.590125 -5.077367  0.18
H -3.337889 -3.135192 2.089672  0.17
H -0.168337 0.486725 -3.611767  0.14
H -3.000747 -0.638648 1.071320  0.12
H 0.524748 2.067436 -1.476456  -0.03
C 0.067041 2.858778 -2.164300  -0.03
H 0.459752 2.788925 -3.200972  0.06
H -1.019222 2.607582 -2.231130  0.04
H 0.177872 3.913970 -1.818262  0.07
O -3.029958 1.546039 0.524529  0.15
C -2.125091 1.962401 1.233030  -0.41
C -2.179166 2.864899 2.461908  -0.01
C -0.806972 3.515223 2.541912  0.01
C 0.071987 2.766871 1.541076  -0.30
O 1.227940 3.008813 1.241940  0.32
N -0.750957 1.764483 0.981089  -0.07
H -2.973812 3.607106 2.358161  0.17
H -2.388540 2.215179 3.326106  0.17
H -0.891616 4.573716 2.269480  0.17
H -0.324009 3.433451 3.522185  0.17

Atomic forces in eV per Å
C 1.1 -0.4 -0.4
N -2.9 -1.5 1.5
N 0.2 -0.4 0.7
C 2.5 0.0 -1.2
C -1.2 1.6 0.0
B 0.2 -0.5 0.3
N 0.8 -1.7 -2.1
N -0.1 0.7 -2.8
C -0.6 0.7 2.6
C -0.3 1.2 -1.8
C 0.4 -1.5 4.1
Ir -0.7 1.4 -4.6
N 0.0 -0.2 0.5
N 3.0 0.5 1.2
C 0.5 -1.6 0.1
C -0.5 1.7 0.0
C -1.2 -1.1 -0.7
H 0.1 0.1 0.0
H -0.2 0.6 -0.1
H -0.2 -0.4 -0.2
H -0.3 0.3 0.2
H -0.2 0.1 0.1
H -0.1 0.1 -0.1
H -0.1 0.0 0.0
H 0.0 -0.4 0.0
H 0.0 0.2 0.2
H -0.2 0.0 0.1
H 0.2 0.8 -0.5
C -1.1 -0.2 -0.4
H 0.1 -0.1 0.8
H 0.6 0.4 0.1
H 0.1 -1.0 0.1
O 2.8 0.0 1.3
C -2.5 1.3 0.3
C -0.2 -0.3 -0.3
C -0.7 1.0 0.8
C -1.8 -1.1 -0.6
O -0.9 -0.4 0.3
N 2.5 0.2 0.5
H 0.0 -0.1 0.0
H 0.0 0.2 -0.1
H 0.5 0.0 0.0
H 0.1 0.1 -0.1

Charge   +4
HOMO-LUMO gap (spin up / spin down)   7.3 / 5.2 eV
2S+1   6
⟨S²⟩   8.824